Entry 1:
This record from the Open Molecules 2025 dataset describes C17H24CaCl2O23 as an isolated structure in a non-equilibrium geometry. The level of theory is ωB97M-V/def2-TZVPD.

Cartesian coordinates (Å):
Ca  -0.832  0.324  1.122
Cl  -3.301  0.990  2.959
O  -4.343  1.969  3.331
O  -2.049  1.663  3.055
O  -3.282  -0.149  3.821
O  -3.456  0.583  1.619
Cl  1.773  1.147  3.379
O  1.110  1.531  2.110
O  0.848  1.370  4.410
O  2.196  -0.202  3.445
O  2.957  1.976  3.573
C  2.349  2.023  -3.642
C  1.918  3.503  -3.254
O  1.207  3.179  -2.055
C  1.277  1.806  -1.676
O  0.680  1.171  -0.805
O  1.959  1.142  -2.639
H  3.404  1.950  -3.907
H  1.651  1.757  -4.436
H  1.251  3.896  -4.021
H  2.862  4.038  -3.145
C  -1.250  -3.753  -2.279
C  -2.703  -3.561  -2.601
O  -2.905  -2.206  -2.083
C  -1.787  -1.710  -1.515
O  -1.485  -0.548  -1.176
O  -0.926  -2.745  -1.307
H  -0.692  -3.786  -3.215
H  -1.070  -4.777  -1.951
H  -3.306  -4.156  -1.915
H  -3.006  -3.689  -3.640
C  3.754  -1.382  -1.341
C  3.241  -2.838  -1.264
O  2.036  -2.626  -0.809
C  1.858  -1.518  -0.118
O  0.938  -1.203  0.640
O  2.922  -0.750  -0.372
H  3.901  -0.982  -2.344
H  4.790  -1.328  -1.006
H  3.758  -3.487  -0.556
H  3.196  -3.408  -2.192
C  1.590  -4.841  2.801
C  0.057  -4.752  2.950
C  -0.281  -4.186  4.235
O  -0.635  -2.827  3.942
C  -0.700  -2.629  2.709
O  -1.208  -1.656  2.218
O  -0.543  -3.777  2.112
H  1.790  -4.623  1.752
H  1.872  -5.855  3.085
H  2.098  -4.196  3.518
H  -0.295  -5.784  2.930
H  0.467  -4.275  5.023
H  -1.130  -4.783  4.569
C  -1.203  6.747  -1.237
C  -2.139  5.664  -0.775
C  -2.738  4.812  -1.844
O  -2.320  3.509  -1.384
C  -1.539  3.531  -0.236
O  -1.349  2.465  0.452
O  -1.417  4.809  0.117
H  -0.735  7.315  -0.433
H  -1.697  7.522  -1.823
H  -0.315  6.392  -1.761
H  -3.000  6.170  -0.337
H  -2.262  5.136  -2.769
H  -3.812  4.897  -2.011

E (Eh): -3989.939264
Net charge: +1
HOMO energy (alpha / beta) (Ha): -0.4055 / -0.4028
Multiplicity: 2
Orbital gap (alpha / beta) (eV): 9.0 / 2.9

Results of the Löwdin charge analysis, in e, for atoms 1 through 4:
1 Ca 1.49
2 Cl 0.62
3 O -0.32
4 O -0.41


Entry 2:
This record from the Open Molecules 2025 dataset describes C15H22O6PdS2 as an isolated structure. The level of theory is ωB97M-V/def2-TZVPD.

Cartesian coordinates (Å):
Pd  0.113  -0.082  0.734
C  -1.228  -4.307  -4.878
O  -2.387  -4.255  -4.035
C  -2.348  -3.510  -2.946
C  -3.548  -3.514  -2.178
C  -3.656  -2.763  -1.009
C  -2.620  -1.989  -0.527
C  -2.829  -1.225  0.718
C  -4.179  -1.242  1.375
O  -1.948  -0.561  1.274
C  -1.366  -1.986  -1.303
O  -0.342  -1.339  -0.978
C  -1.288  -2.760  -2.510
H  -1.493  -4.962  -5.700
H  -0.379  -4.719  -4.332
H  -0.991  -3.312  -5.258
H  -4.377  -4.113  -2.531
H  -4.595  -2.806  -0.477
H  -4.960  -0.922  0.685
H  -4.157  -0.579  2.234
H  -4.423  -2.250  1.715
H  -0.351  -2.711  -3.046
C  2.892  1.247  -0.325
O  2.252  0.018  0.046
C  3.075  -0.809  0.880
C  2.351  -2.108  1.113
O  1.116  -1.810  1.780
C  0.360  -2.982  2.108
H  3.813  1.026  -0.863
H  3.118  1.848  0.558
H  2.210  1.781  -0.981
H  3.275  -0.297  1.827
H  4.023  -1.002  0.373
H  2.957  -2.758  1.749
H  2.143  -2.613  0.166
H  0.951  -3.627  2.759
H  0.087  -3.529  1.202
H  -0.530  -2.653  2.638
C  -2.400  4.226  1.921
O  -1.476  3.300  2.568
C  -0.772  2.500  1.859
S  0.449  1.556  2.590
S  -0.759  2.332  0.184
H  -2.779  4.847  2.723
H  -3.205  3.657  1.457
H  -1.865  4.821  1.185

E (Eh): -1959.784866
Net charge: +2
HOMO energy (alpha / beta) (Ha): -0.5552 / -0.5559
Multiplicity: 5
Orbital gap (alpha / beta) (eV): 8.8 / 5.5

Results of the Löwdin charge analysis, in e, for atoms 1 through 4:
1 Pd 0.83
2 C -0.01
3 O -0.02
4 C -0.27


Entry 3:
This record from the Open Molecules 2025 dataset describes C14H15ClFeN2O6 as an isolated structure in a non-equilibrium geometry. The level of theory is ωB97M-V/def2-TZVPD.

Cartesian coordinates (Å):
Fe  -0.654  -0.890  0.004
O  0.155  -1.308  4.010
C  -0.186  -0.990  2.792
O  0.394  -1.386  1.785
C  -1.355  -0.103  2.620
C  -2.250  0.316  3.578
C  -3.381  1.016  3.142
C  -3.578  1.222  1.787
C  -2.617  0.757  0.899
N  -1.525  0.158  1.326
C  -2.721  0.752  -0.597
O  -3.554  1.293  -1.232
O  -1.708  0.034  -1.107
H  0.914  -1.916  3.998
H  -2.082  0.085  4.619
H  -4.113  1.361  3.859
H  -4.456  1.712  1.390
C  3.613  2.208  -0.616
C  2.833  1.494  -1.728
C  2.218  2.506  -2.707
C  3.724  0.487  -2.469
C  1.730  0.748  -1.106
N  0.871  0.172  -0.623
H  4.435  2.758  -1.074
H  4.032  1.496  0.095
H  2.982  2.917  -0.082
H  3.030  3.054  -3.185
H  1.578  3.220  -2.190
H  1.637  2.006  -3.481
H  4.539  1.034  -2.942
H  3.168  -0.039  -3.244
H  4.153  -0.244  -1.783
Cl  -2.204  -4.399  -2.630
C  -1.915  -4.316  -0.887
C  -1.390  -2.964  -0.533
O  -1.964  -2.218  0.331
O  -0.336  -2.469  -1.050
H  -1.173  -5.067  -0.618
H  -2.843  -4.494  -0.353

E (Eh): -2827.205779
Net charge: +1
HOMO energy (alpha / beta) (Ha): -0.4974 / -0.4944
Multiplicity: 2
Orbital gap (alpha / beta) (eV): 9.2 / 9.2

Results of the Löwdin charge analysis, in e, for atoms 1 through 4:
1 Fe 0.72
2 O 0.21
3 C -0.40
4 O 0.09


Entry 4:
This record from the Open Molecules 2025 dataset describes a 2-piece molecular cluster, C4H12N2S overall in a non-equilibrium geometry. The level of theory is ωB97M-V/def2-TZVPD.

Cartesian coordinates (Å):
C  0.802  -0.235  -0.666
N  0.011  0.064  0.470
C  -1.453  -0.288  0.130
C  -2.557  0.707  0.560
S  -4.092  0.033  -0.206
C  2.345  0.066  -0.285
N  2.748  -0.292  0.992
H  0.510  0.447  -1.576
H  0.657  -1.298  -0.766
H  0.046  1.036  0.639
H  -1.520  -0.349  -0.989
H  -1.599  -1.309  0.448
H  -2.367  1.678  -0.030
H  -2.629  0.979  1.686
H  -1.723  -0.213  -1.867
H  2.495  1.121  -0.362
H  2.997  -0.509  -0.932
H  2.004  -0.434  1.727
H  3.325  -1.207  1.026

E (Eh): -667.053539
HOMO energy (Ha): -0.2838
Orbital gap (eV): 5.4

Results of the Löwdin charge analysis, in e, for atoms 1 through 4:
1 C -0.24
2 N -0.06
3 C -0.30
4 C -0.67